## a
Entry from the Open Molecules 2025 dataset: an isolated molecule of C8H10 (ωB97M-V with the def2-TZVPD basis set).

The calculation puts the gap between HOMO and LUMO at 9.600 eV. Its SMILES is C=C1[C@@H]2C[C@@H]2[C@H]2C[C@@H]12. The multiplicity is 1.

```
18
C8H10, DFT ωB97M-V with the def2-TZVPD basis set
C 0.886 0.602 -0.583
C -1.382 0.440 0.117
H -0.655 -0.997 1.750
H -0.685 2.070 -1.157
H 0.924 1.050 1.653
C 0.637 -0.700 0.032
H 1.793 0.460 -1.386
H 1.270 -2.565 0.493
H -2.705 -1.266 -0.104
C 1.618 -1.627 -0.018
H -1.466 -1.299 -1.461
H 2.427 -1.502 -0.715
C 0.912 1.543 0.522
C -0.318 1.387 -0.382
C -0.670 -0.625 0.693
C -1.720 -0.908 -0.410
H -2.287 0.938 0.689
H 1.603 2.444 0.418
```



## b
Entry from the Open Molecules 2025 dataset: an isolated molecule of C8H10 (ωB97M-V with the def2-TZVPD basis set).

The calculation puts the gap between HOMO and LUMO at 8.325 eV. The multiplicity is 1.

```
18
C8H10, DFT ωB97M-V with the def2-TZVPD basis set
H -0.571 2.811 -0.974
H -1.473 1.336 -1.189
H 1.613 -2.078 -0.470
C 1.158 0.003 0.213
C -0.069 1.049 0.333
H -0.485 -1.718 1.324
C 1.064 -1.286 -0.770
C -0.453 1.711 -0.944
H 2.058 0.555 0.166
H -0.037 -1.432 -0.921
C -1.024 0.456 1.361
C 0.706 -0.022 1.572
H 1.448 -0.974 -1.741
H -0.732 -1.146 2.955
C -0.350 -0.839 1.989
H 0.338 1.419 -1.622
H -2.021 0.757 1.559
C 0.244 1.424 1.746
```



## c
Entry from the Open Molecules 2025 dataset: an isolated molecule of C8H10 (ωB97M-V with the def2-TZVPD basis set).

The calculation puts the gap between HOMO and LUMO at 7.838 eV. The multiplicity is 1.

```
18
C8H10, DFT ωB97M-V with the def2-TZVPD basis set
H 0.677 -1.849 2.361
H -1.150 1.970 -1.570
C -0.253 -0.957 -1.539
H -1.709 -0.621 0.073
H 1.422 1.339 -0.367
C 0.914 -0.576 0.415
H 1.334 1.428 1.509
H -2.325 -0.154 -1.808
C 1.334 -1.265 1.674
C -1.457 -0.171 -0.957
H -2.418 1.524 -0.446
H -0.094 -1.221 -2.592
H 1.775 -0.495 2.347
C -0.411 1.946 0.384
C 0.761 1.019 0.551
C -1.336 1.358 -0.607
C 0.720 -1.306 -0.706
H 2.215 -1.969 1.279
```



Relative energies, kcal/mol: a 0.0; b 78.6; c 92.1.



## a
Entry from the Open Molecules 2025 dataset: a structure of composition C8H10 (ωB97M-V with the def2-TZVPD basis set).

The calculation puts the gap between HOMO and LUMO at 8.782 eV. The multiplicity is 1.

```
18
C8H10, DFT ωB97M-V with the def2-TZVPD basis set
H -1.500 2.447 -0.398
C 0.232 -0.855 0.186
H 0.522 -1.927 0.225
H -0.516 -0.143 2.122
C -0.735 1.633 -0.268
H -2.728 0.370 -0.018
C -1.012 -0.809 -0.862
H 3.338 0.628 -0.327
C -1.644 0.230 -0.095
C -0.813 -0.460 1.087
C 0.626 1.520 0.203
H -1.375 -1.718 -1.220
C 1.188 0.157 -0.045
H 1.181 2.320 0.432
H -0.766 -0.380 -1.804
H -1.331 -1.400 1.143
H 2.778 -1.421 -0.172
C 2.555 -0.190 -0.189
```



## b
Entry from the Open Molecules 2025 dataset: a structure of composition C8H10 (ωB97M-V with the def2-TZVPD basis set).

The calculation puts the gap between HOMO and LUMO at 8.631 eV. The multiplicity is 1.

```
18
C8H10, DFT ωB97M-V with the def2-TZVPD basis set
H 0.399 -2.452 0.797
H -1.391 2.067 0.826
C -1.460 -1.330 -0.014
H -2.008 -1.248 -1.067
H -1.998 1.688 -0.675
C 1.403 0.042 0.001
H 2.263 1.401 -1.173
C 2.348 1.140 -0.150
H -3.071 1.098 0.738
C 1.231 -1.148 -0.660
H 1.683 -1.466 -1.585
C -1.181 0.015 0.481
H 3.464 0.712 0.068
H -2.038 -1.960 0.672
C 0.075 -1.636 0.205
C 0.149 -0.222 0.711
C -1.989 1.271 0.417
H 2.121 2.027 0.405
```



Relative energies, kcal/mol: a 9.9; b 0.0.



## a
Entry from the Open Molecules 2025 dataset: an isolated molecule of C4H8ClN (ωB97M-V with the def2-TZVPD basis set).

The calculation puts the gap between HOMO and LUMO at 10.353 eV. Its SMILES is C=C(Cl)CCN. The multiplicity is 1.

```
14
C4H8ClN, DFT ωB97M-V with the def2-TZVPD basis set
H 0.105 -0.409 -1.177
Cl 1.098 2.385 0.090
C 0.823 -0.753 -0.476
H -2.310 1.298 0.763
N 0.757 -2.282 -0.645
H 1.776 -0.132 -0.583
H 0.771 -0.416 1.693
H -0.340 -2.523 -1.042
C -1.453 1.894 0.558
H -1.863 2.762 0.045
H -0.702 -0.602 0.868
H 1.309 -2.428 -1.420
C -0.215 1.333 0.588
C 0.243 -0.127 0.736
```



## b
Entry from the Open Molecules 2025 dataset: an isolated molecule of C4H8ClN (ωB97M-V with the def2-TZVPD basis set).

The calculation puts the gap between HOMO and LUMO at 10.086 eV. Its SMILES is C/C(Cl)=C/CN. The multiplicity is 1.

```
14
C4H8ClN, DFT ωB97M-V with the def2-TZVPD basis set
C -1.261 0.668 0.203
C 2.461 -0.804 -0.091
H 2.022 -1.870 -0.191
H 3.092 -0.699 -1.016
H -0.584 -1.284 0.211
N -2.633 -0.063 -0.197
H -2.578 -0.076 -1.126
H -3.457 0.703 -0.055
H -1.266 1.249 1.363
H -0.961 1.545 -0.201
H 2.899 -0.832 0.945
C 1.160 0.038 0.048
C -0.064 -0.326 0.202
Cl 1.170 1.752 -0.094
```



## c
Entry from the Open Molecules 2025 dataset: a cluster of 2 separate species, C4H8ClN in total (ωB97M-V with the def2-TZVPD basis set).

The calculation puts the gap between HOMO and LUMO at 9.707 eV. The multiplicity is 1.

```
14
C4H8ClN, DFT ωB97M-V with the def2-TZVPD basis set
H 1.355 1.840 -1.339
H -1.366 -1.692 1.550
H -1.533 -0.790 -1.388
C -0.905 -1.737 0.495
H 0.573 -2.108 0.471
C 0.634 1.049 0.565
H 0.316 1.770 1.606
Cl -0.780 1.862 -1.333
C -0.626 0.636 -0.098
C -1.142 -0.538 -0.308
H 2.206 0.482 -0.632
H -1.382 -2.488 -0.331
N 1.748 1.480 -0.377
H 0.901 0.232 1.119
```



Relative energies, kcal/mol: a 0.0; b 16.4; c 56.6.



## a
Entry from the Open Molecules 2025 dataset: an isolated molecule of C4H8ClN (ωB97M-V with the def2-TZVPD basis set).

The calculation puts the gap between HOMO and LUMO at 10.467 eV. Its SMILES is C=C(CN)CCl. The multiplicity is 1.

```
14
C4H8ClN, DFT ωB97M-V with the def2-TZVPD basis set
C 0.554 -0.932 -0.067
H 2.532 -0.543 0.491
C -0.263 0.344 0.031
H -0.587 2.416 -0.459
H 0.207 -1.562 -0.912
H 0.399 -1.435 0.877
H -2.051 1.148 0.969
H -1.623 -0.444 1.552
C -1.652 0.181 0.676
H 1.020 1.767 -1.017
N 1.993 -0.597 -0.346
H 2.297 -1.429 -0.840
C 0.104 1.560 -0.462
Cl -2.930 -0.473 -0.493
```



## b
Entry from the Open Molecules 2025 dataset: a structure of composition C4H8ClN (ωB97M-V with the def2-TZVPD basis set).

The calculation puts the gap between HOMO and LUMO at 10.149 eV. The multiplicity is 1.

```
14
C4H8ClN, DFT ωB97M-V with the def2-TZVPD basis set
C -0.053 -0.352 1.512
H -0.367 0.244 2.190
C 0.662 -0.454 -1.065
Cl 1.245 -1.433 2.520
H 0.887 -1.629 -1.042
C -0.725 0.060 -1.207
H -1.243 0.086 -2.407
H 1.272 0.228 -1.782
H -1.746 -0.246 -0.603
H -0.904 -0.929 1.236
C 0.549 0.315 0.295
N -0.201 1.364 -0.373
H -0.953 2.059 0.110
H 1.577 0.687 0.616
```



Relative energies, kcal/mol: a 0.0; b 74.9.